Entry 1:
The following is a DFT calculation (wB97M-V/def2-TZVPD) of a structure of composition C46H41FIN6O4PReS in a non-equilibrium geometry.

CARTESIAN COORDINATES (ANGSTROEM)
1 Re -1.863 1.273 2.854
2 N -1.493 -0.530 6.792
3 C -1.371 0.267 5.709
4 S -2.844 0.871 4.941
5 N -0.214 0.592 5.246
6 N -0.313 1.441 4.162
7 C 0.594 2.370 4.081
8 C 0.441 3.562 3.344
9 C 1.546 4.433 3.166
10 C 1.367 5.684 2.662
11 C 0.058 6.141 2.387
12 C -1.034 5.345 2.590
13 C -0.871 4.012 3.016
14 O -1.937 3.252 3.182
15 H -2.384 -0.585 7.252
16 H -0.668 -0.709 7.344
17 H 1.457 2.249 4.730
18 H 2.533 4.077 3.440
19 H 2.214 6.336 2.494
20 H -0.086 7.147 2.011
21 H -2.040 5.680 2.378
22 C 0.831 4.522 -4.558
23 C -0.448 3.695 -4.511
24 N -0.453 2.743 -3.391
25 C -1.103 3.077 -2.258
26 C -1.150 2.332 -1.126
27 C -1.929 2.910 0.026
28 O -2.155 4.103 -0.039
29 O -2.410 2.131 0.963
30 C -0.424 1.097 -1.077
31 O -0.342 0.371 -0.081
32 C 0.291 0.738 -2.318
33 C 1.028 -0.444 -2.378
34 C 1.667 -0.822 -3.527
35 F 2.336 -1.998 -3.499
36 C 1.623 -0.033 -4.693
37 C 0.929 1.161 -4.607
38 C 0.251 1.559 -3.452
39 N 2.277 -0.352 -5.914
40 C 3.146 -1.533 -6.004
41 C 3.776 -1.595 -7.401
42 N 3.883 -0.197 -7.927
43 C 2.513 0.339 -8.238
44 C 1.541 -0.150 -7.159
45 H 0.817 5.185 -5.425
46 H 1.717 3.887 -4.619
47 H 0.913 5.139 -3.662
48 H -0.605 3.147 -5.438
49 H -1.304 4.351 -4.384
50 H -1.639 4.019 -2.279
51 H 1.091 -1.073 -1.499
52 H 0.923 1.816 -5.468
53 H 2.620 -2.472 -5.829
54 H 3.927 -1.442 -5.256
55 H 3.176 -2.164 -8.106
56 H 4.760 -2.050 -7.348
57 H 4.481 -0.148 -8.749
58 H 4.303 0.379 -7.197
59 H 2.216 -0.024 -9.219
60 H 2.578 1.424 -8.270
61 H 1.051 -1.078 -7.474
62 H 0.762 0.591 -7.033
63 I -4.199 -2.249 4.844
64 C -2.495 -3.359 5.320
65 C -2.470 -3.940 6.555
66 C -1.587 -5.003 6.825
67 C -0.870 -5.544 5.802
68 C -0.901 -4.969 4.508
69 C -0.302 -5.655 3.424
70 C -0.400 -5.158 2.162
71 C -0.894 -3.852 1.983
72 C -1.406 -3.097 3.009
73 P -1.275 -1.281 2.488
74 C -2.475 -1.352 1.076
75 C -3.646 -0.667 1.406
76 C -4.755 -0.663 0.567
77 C -4.701 -1.341 -0.637
78 C -3.520 -1.982 -1.001
79 C -2.419 -1.984 -0.163
80 C 0.611 -1.238 2.460
81 C 1.404 -2.299 2.908
82 C 2.793 -2.214 2.923
83 C 3.437 -1.062 2.513
84 C 2.665 0.027 2.125
85 C 1.283 -0.058 2.119
86 C -1.601 -3.744 4.280
87 H -3.180 -3.631 7.313
88 H -1.569 -5.447 7.813
89 H -0.298 -6.453 5.954
90 H 0.203 -6.595 3.614
91 H -0.013 -5.703 1.312
92 H -0.757 -3.406 1.009
93 H -3.751 -0.146 2.363
94 H -5.655 -0.146 0.875
95 H -5.564 -1.363 -1.289
96 H -3.459 -2.495 -1.953
97 H -1.521 -2.464 -0.524
98 H 0.978 -3.216 3.272
99 H 3.362 -3.069 3.268
100 H 4.518 -1.005 2.494
101 H 3.134 0.958 1.824
102 H 0.742 0.815 1.800

Values from the calculation:
Energy   -3621.82653 hartree
HOMO (alpha / beta)   -11.577 / -11.632 eV
HOMO-LUMO gap (alpha / beta)   0.199 / 0.216 hartree
Energy above the lowest of the compared OMol25 structures with the same formula, charge and spin   4.3435 eV
Net charge   +2
⟨S²⟩   0.763
2S+1   2

---

Entry 2:
The following is a DFT calculation (wB97M-V/def2-TZVPD) of a cluster of 2 separate species, C5H11BrN in total in a non-equilibrium geometry.

CARTESIAN COORDINATES (ANGSTROEM)
1 C -1.056 -2.635 -0.447
2 C -0.937 -0.493 0.446
3 C 0.020 0.856 -1.251
4 C 1.378 -0.462 0.293
5 C 0.156 1.674 0.971
6 N 0.173 0.411 0.139
7 Br -2.606 0.256 0.408
8 H -2.152 -2.790 -0.156
9 H -0.418 -3.390 -0.104
10 H 1.032 0.822 -1.688
11 H -0.624 0.212 -1.793
12 H -0.472 1.889 -1.298
13 H 1.355 -1.300 -0.422
14 H 2.447 -0.128 0.158
15 H 1.224 -0.765 1.302
16 H 0.206 1.293 2.039
17 H 1.040 2.311 0.741
18 H -0.765 2.237 0.663

Values from the calculation:
Energy   -2825.33299 hartree
HOMO (alpha / beta)   -13.826 / -12.838 eV
HOMO-LUMO gap (alpha / beta)   0.319 / 0.278 hartree
Energy above the lowest of the compared OMol25 structures with the same formula, charge and spin   8.2765 eV
Net charge   +1

---

Entry 3:
The following is a DFT calculation (wB97M-V/def2-TZVPD) of the molecule C24H26ClN3O4S in a non-equilibrium geometry.

CARTESIAN COORDINATES (ANGSTROEM)
1 C -4.565 -2.867 -0.015
2 C -3.755 -1.710 -0.587
3 C -4.146 -0.366 0.049
4 C -5.406 0.259 -0.557
5 C -5.151 0.817 -1.954
6 C -3.985 1.797 -1.904
7 C -2.743 1.107 -1.340
8 N -3.032 0.568 -0.032
9 C -2.335 0.843 1.081
10 O -2.707 0.544 2.206
11 C -0.999 1.510 0.915
12 C -0.675 2.543 1.727
13 N 0.571 3.076 1.785
14 C 1.609 2.538 1.077
15 C 2.916 3.022 1.233
16 C 3.959 2.408 0.577
17 C 3.701 1.348 -0.283
18 S 5.059 0.400 -0.951
19 O 4.681 -0.181 -2.207
20 O 6.268 1.166 -0.903
21 N 5.179 -0.789 0.259
22 C 6.347 -1.628 0.071
23 C 3.936 -1.447 0.465
24 C 3.406 -2.355 -0.445
25 C 2.139 -2.876 -0.251
26 C 1.401 -2.491 0.859
27 Cl -0.189 -3.100 1.082
28 C 1.930 -1.608 1.789
29 C 3.195 -1.089 1.587
30 C 2.421 0.898 -0.495
31 C 1.356 1.465 0.205
32 C 0.013 0.867 0.080
33 O -0.198 -0.102 -0.633
34 H -4.410 -2.944 1.058
35 H -4.255 -3.804 -0.473
36 H -5.628 -2.732 -0.201
37 H -2.696 -1.882 -0.387
38 H -3.888 -1.674 -1.669
39 H -4.311 -0.533 1.119
40 H -6.198 -0.489 -0.586
41 H -5.737 1.072 0.093
42 H -4.916 0.008 -2.648
43 H -6.049 1.317 -2.321
44 H -3.761 2.181 -2.900
45 H -4.248 2.642 -1.263
46 H -1.928 1.828 -1.260
47 H -2.421 0.301 -2.007
48 H -1.418 2.985 2.376
49 H 0.760 3.844 2.413
50 H 3.097 3.855 1.896
51 H 4.981 2.726 0.709
52 H 6.261 -2.292 -0.794
53 H 7.191 -0.957 -0.080
54 H 6.503 -2.220 0.972
55 H 3.967 -2.619 -1.327
56 H 1.714 -3.561 -0.967
57 H 1.348 -1.321 2.650
58 H 3.617 -0.387 2.289
59 H 2.224 0.090 -1.181

Values from the calculation:
Energy   -2253.79876 hartree
HOMO   -8.778 eV
Structure (SMILES)   CC[C@@H]1CCCCN1C(=O)c1c[nH]c2ccc(S(=O)(=O)N(C)c3ccc(Cl)cc3)cc2c1=O
HOMO-LUMO gap   0.319 hartree
Energy above the lowest of the compared OMol25 structures with the same formula, charge and spin   0.0000 eV
Net charge   0